The following is a quantum chemistry calculation of a 5-piece molecular cluster, C70H62FIN3O12S overall at a distorted geometry, from the OMol25 dataset.

```
! RIJCOSX wB97M-V def2-TZVPD def2/J DEFGRID3
* xyz 1 1
C -0.214 4.323 -4.213
C 0.265 2.968 -4.790
N 0.138 1.967 -3.725
C 0.996 0.817 -3.717
O 1.147 0.462 -2.350
C -0.028 -0.047 -1.721
C -0.314 0.710 -0.441
N 0.848 0.557 0.441
C 0.508 0.344 1.857
C 0.981 1.471 2.752
C 0.127 2.724 2.566
O 2.356 1.746 2.547
C 0.691 -0.447 -4.585
C -0.189 -0.441 -5.830
I 0.708 0.567 -7.509
C -1.637 -0.033 -5.588
C -2.531 -0.594 -6.703
N 2.021 -1.086 -4.936
C 2.984 -0.428 -4.000
C 2.502 1.024 -4.094
S 3.418 1.979 -2.845
O 3.971 1.094 -1.907
O 2.624 3.015 -2.334
F 4.549 2.634 -3.677
H 0.642 4.766 -3.717
H -0.468 4.975 -5.044
H -1.032 4.188 -3.516
H -0.374 2.786 -5.653
H 1.278 3.141 -5.135
H -0.840 1.710 -3.685
H -0.900 -0.080 -2.380
H 0.155 -1.088 -1.441
H -0.440 1.761 -0.719
H -1.231 0.329 -0.002
H 1.379 1.417 0.366
H -0.557 0.214 2.041
H 0.999 -0.573 2.186
H 0.845 1.149 3.789
H 0.213 3.130 1.560
H -0.919 2.473 2.730
H 0.461 3.475 3.275
H 2.737 2.023 3.392
H 0.219 -1.227 -3.989
H -0.250 -1.478 -6.143
H -1.752 1.044 -5.528
H -1.954 -0.433 -4.623
H -2.068 -1.442 -7.199
H -2.628 0.170 -7.469
H -3.513 -0.887 -6.352
H 2.406 -0.837 -5.856
H 2.049 -2.103 -4.864
H 4.013 -0.415 -4.362
H 3.064 -0.862 -3.014
H 2.651 1.550 -5.032
C 5.360 0.870 7.601
C 5.623 0.585 8.937
C 4.580 0.365 9.820
C 3.267 0.439 9.372
C 3.002 0.749 8.036
C 4.054 0.952 7.152
C 1.603 0.882 7.551
O 1.366 1.148 6.388
C 0.495 0.690 8.525
C -0.817 0.864 8.104
C -1.861 0.675 8.994
C -1.598 0.302 10.307
C -0.292 0.133 10.733
C 0.759 0.334 9.851
C 2.160 0.182 10.332
O 2.410 -0.137 11.476
H 6.178 1.033 6.912
H 6.645 0.534 9.289
H 4.782 0.139 10.858
H 3.848 1.179 6.115
H -1.020 1.150 7.081
H -2.882 0.816 8.665
H -2.415 0.148 11.000
H -0.087 -0.153 11.752
C -5.310 -1.903 -9.733
C -6.091 -2.698 -10.567
C -7.471 -2.599 -10.528
C -8.079 -1.714 -9.647
C -7.297 -0.934 -8.795
C -5.912 -1.024 -8.850
C -7.925 -0.012 -7.809
O -7.238 0.667 -7.071
C -9.410 0.048 -7.745
C -10.018 0.859 -6.796
C -11.399 0.934 -6.734
C -12.179 0.205 -7.626
C -11.579 -0.609 -8.571
C -10.194 -0.699 -8.629
C -9.565 -1.605 -9.628
O -10.241 -2.244 -10.405
H -4.231 -1.976 -9.771
H -5.620 -3.393 -11.250
H -8.080 -3.211 -11.179
H -5.309 -0.408 -8.197
H -9.411 1.428 -6.106
H -11.871 1.563 -5.992
H -13.258 0.271 -7.580
H -12.183 -1.180 -9.262
C 0.670 0.962 14.382
C -0.035 1.598 15.399
C 0.569 2.595 16.145
C 1.885 2.953 15.885
C 2.599 2.297 14.878
C 1.984 1.308 14.119
C 4.025 2.633 14.614
O 4.646 2.069 13.736
C 4.675 3.673 15.459
C 6.020 3.963 15.267
C 6.634 4.937 16.035
C 5.905 5.633 16.994
C 4.566 5.345 17.194
C 3.948 4.359 16.434
C 2.516 4.039 16.684
O 1.880 4.644 17.522
H 0.192 0.188 13.798
H -1.058 1.314 15.609
H 0.022 3.094 16.933
H 2.533 0.811 13.333
H 6.584 3.424 14.519
H 7.682 5.158 15.887
H 6.385 6.398 17.589
H 3.998 5.881 17.941
C -0.341 -7.174 -11.905
C 0.667 -8.132 -11.862
C 1.863 -7.854 -11.223
C 2.062 -6.612 -10.633
C 1.057 -5.642 -10.696
C -0.148 -5.933 -11.325
C 1.265 -4.292 -10.113
O 0.395 -3.445 -10.155
C 2.578 -3.993 -9.473
C 2.813 -2.720 -8.972
C 4.020 -2.428 -8.359
C 4.998 -3.412 -8.237
C 4.770 -4.681 -8.741
C 3.564 -4.973 -9.367
C 3.346 -6.336 -9.935
O 4.198 -7.190 -9.829
H -1.278 -7.398 -12.398
H 0.517 -9.097 -12.326
H 2.646 -8.599 -11.184
H -0.929 -5.186 -11.363
H 2.051 -1.959 -9.067
H 4.204 -1.430 -7.977
H 5.940 -3.185 -7.755
H 5.528 -5.447 -8.653
*
```

Summary:
relative energy (zero: lowest compared OMol25 entry of this formula, charge and spin) = 0.00 kJ/mol
total energy = -124283.952 eV
HOMO energy = -10.5 eV
maximum force = 0.045 Eh/bohr

The following is a quantum chemistry calculation of a 14-piece molecular cluster, C70H70N14 overall at a distorted geometry, from the OMol25 dataset.

```
! RIJCOSX wB97M-V def2-TZVPD def2/J DEFGRID3
* xyz 0 1
N -5.189 1.849 -0.010
C -5.710 0.816 -0.688
C -5.761 0.804 -2.061
C -5.229 1.828 -2.768
C -4.684 2.916 -2.073
C -4.659 2.843 -0.707
H -5.945 -0.072 -0.115
H -6.157 -0.109 -2.483
H -5.380 1.805 -3.837
H -4.340 3.800 -2.596
H -4.367 3.659 -0.063
N 0.345 -4.545 -3.771
C -0.488 -3.571 -3.964
C -1.576 -3.685 -4.774
C -1.762 -4.843 -5.490
C -0.861 -5.873 -5.298
C 0.195 -5.652 -4.477
H -0.290 -2.626 -3.480
H -2.235 -2.849 -4.911
H -2.664 -4.884 -6.078
H -1.045 -6.861 -5.715
H 0.930 -6.418 -4.279
N 1.928 -2.535 3.826
C 2.668 -2.029 2.837
C 2.986 -0.671 2.706
C 2.527 0.223 3.651
C 1.797 -0.300 4.692
C 1.540 -1.659 4.735
H 2.979 -2.702 2.067
H 3.603 -0.414 1.857
H 2.806 1.263 3.575
H 1.386 0.343 5.463
H 0.959 -2.048 5.559
N 0.422 3.611 5.599
C -0.043 3.546 6.845
C -0.951 2.674 7.327
C -1.467 1.718 6.432
C -1.001 1.776 5.133
C -0.087 2.696 4.733
H 0.343 4.352 7.451
H -1.250 2.661 8.368
H -2.268 1.060 6.710
H -1.379 1.092 4.393
H 0.271 2.747 3.717
N -3.091 -1.147 5.536
C -2.097 -1.726 4.893
C -1.953 -1.684 3.532
C -2.847 -0.956 2.779
C -3.887 -0.342 3.453
C -3.970 -0.465 4.825
H -1.372 -2.258 5.496
H -1.033 -2.083 3.147
H -2.720 -0.885 1.708
H -4.592 0.269 2.910
H -4.767 0.011 5.361
N -2.058 5.347 -1.172
C -1.592 4.546 -0.209
C -1.817 4.845 1.107
C -2.560 5.934 1.475
C -3.052 6.758 0.467
C -2.794 6.367 -0.802
H -1.027 3.693 -0.542
H -1.423 4.133 1.820
H -2.755 6.194 2.509
H -3.613 7.662 0.633
H -3.089 6.992 -1.639
N -1.296 -3.139 -0.802
C -1.955 -4.271 -0.662
C -1.747 -5.141 0.386
C -0.747 -4.901 1.313
C -0.025 -3.744 1.152
C -0.320 -2.931 0.083
H -2.662 -4.505 -1.442
H -2.356 -6.027 0.472
H -0.577 -5.565 2.149
H 0.740 -3.439 1.837
H 0.238 -2.016 -0.036
N -1.243 -0.217 -5.928
C -2.096 0.318 -5.069
C -1.736 1.315 -4.187
C -0.465 1.859 -4.234
C 0.427 1.343 -5.170
C -0.033 0.314 -5.998
H -3.051 -0.171 -4.956
H -2.514 1.696 -3.530
H -0.228 2.687 -3.582
H 1.412 1.769 -5.320
H 0.650 -0.154 -6.701
N 5.254 -1.251 -3.597
C 4.604 -2.364 -3.987
C 3.276 -2.456 -4.258
C 2.511 -1.311 -4.161
C 3.137 -0.152 -3.731
C 4.495 -0.154 -3.493
H 5.310 -3.158 -4.202
H 2.914 -3.388 -4.668
H 1.466 -1.363 -4.391
H 2.618 0.791 -3.681
H 5.049 0.750 -3.287
N 3.564 -4.859 -0.027
C 2.876 -3.914 -0.668
C 3.297 -2.640 -0.820
C 4.481 -2.237 -0.172
C 5.198 -3.221 0.497
C 4.698 -4.471 0.590
H 2.026 -4.311 -1.196
H 2.769 -1.971 -1.492
H 4.916 -1.264 -0.353
H 6.136 -3.014 0.991
H 5.169 -5.264 1.150
N 3.380 3.760 2.171
C 2.158 4.366 2.048
C 1.831 5.526 2.716
C 2.715 6.129 3.553
C 3.990 5.554 3.670
C 4.241 4.384 3.000
H 1.446 3.893 1.379
H 0.841 5.923 2.559
H 2.454 7.067 4.029
H 4.748 5.987 4.303
H 5.225 3.899 2.914
N -0.282 1.589 1.063
C 0.921 1.380 0.559
C 1.166 0.724 -0.625
C 0.062 0.235 -1.318
C -1.221 0.415 -0.836
C -1.317 1.112 0.363
H 1.742 1.722 1.161
H 2.191 0.589 -0.941
H 0.224 -0.170 -2.312
H -2.145 0.102 -1.311
H -2.272 1.416 0.760
N 7.173 1.054 2.081
C 5.911 1.374 1.897
C 5.342 1.724 0.657
C 6.180 1.730 -0.441
C 7.505 1.382 -0.295
C 7.919 1.034 0.995
H 5.231 1.332 2.731
H 4.290 1.982 0.693
H 5.719 1.920 -1.407
H 8.210 1.425 -1.106
H 8.973 0.856 1.151
N -4.977 -2.754 -3.762
C -4.375 -2.591 -2.576
C -5.012 -2.758 -1.357
C -6.371 -3.050 -1.336
C -7.000 -3.217 -2.547
C -6.284 -3.062 -3.690
H -3.313 -2.402 -2.652
H -4.470 -2.650 -0.426
H -6.884 -3.153 -0.402
H -8.047 -3.456 -2.615
H -6.787 -3.117 -4.640
*
```

Summary:
relative energy (zero: lowest compared OMol25 entry of this formula, charge and spin) = 11.30 kJ/mol
total energy = -94584.235 eV
HOMO energy = -9.3 eV
maximum force = 0.050 Eh/bohr

| no. | gap between HOMO and LUMO (hartree) |
| --- | --- |
| 1 | 0.272 |
| 2 | 0.361 |